(1)
{"formula": "C5H10NO2", "method": "wB97M-V/def2-TZVPD", "elements": ["C", "N", "C", "C", "C", "C", "O", "O", "H", "H", "H", "H", "H", "H", "H", "H", "H", "H"], "coordinates": [[0.856, 0.046, 2.098], [0.792, 0.715, 0.942], [-2.334, -0.210, -1.021], [-1.390, 0.543, -0.055], [0.093, -0.024, -0.089], [0.625, 0.338, -1.472], [0.172, -1.027, -2.573], [1.770, -0.112, 2.922], [-0.115, -0.402, 2.314], [0.930, -0.328, -2.491], [-2.119, 0.209, -1.981], [-3.400, -0.370, -0.730], [-1.905, -1.208, -1.051], [-1.212, 1.586, -0.322], [-1.855, 0.484, 0.968], [0.175, -1.114, 0.006], [1.633, 0.683, -1.206], [0.160, 1.265, -1.972]], "forces_ev_per_angstrom": [[0.3368, 0.1958, -0.7419], [2.1796, -0.4279, -0.4843], [0.6576, -0.5166, 0.8677], [-0.6734, -1.3565, 0.8308], [-2.5006, 1.7064, 0.7031], [-2.4264, 2.1431, 2.0577], [1.2635, 2.3784, 1.6485], [-0.2820, 0.7334, -0.1129], [-0.7629, -1.0271, 0.4987], [1.2917, -1.9810, -2.9939], [-0.7709, 0.0306, -0.9794], [0.6991, 0.8482, -0.3471], [-0.2072, -0.3005, -0.2481], [-0.5069, 0.0932, 0.2098], [0.9476, 0.1665, -0.7011], [-0.2790, 0.0554, -0.0240], [0.8624, -1.1142, -0.9089], [0.1712, -1.6273, 0.7253]], "charge": -1, "gap_ev": 6.95, "energy_ev": -10928.3919, "e_homo_ev": -3.206, "relative_energy_kj_mol": 566.6}

(2)
{"formula": "C4H15NO4S2", "method": "wB97M-V/def2-TZVPD", "elements": ["C", "C", "C", "S", "S", "N", "C", "O", "H", "H", "H", "H", "H", "H", "H", "H", "H", "O", "H", "H", "O", "H", "H", "O", "H", "H"], "coordinates": [[1.536, -1.468, -1.294], [0.308, -1.124, -0.457], [-0.773, -0.566, -1.392], [-2.430, -0.398, -0.734], [-2.796, 1.531, -0.453], [-0.190, -2.329, 0.271], [-0.311, -2.360, 1.599], [-0.145, -1.410, 2.357], [1.571, -2.418, -1.848], [1.776, -0.655, -1.977], [2.389, -1.607, -0.611], [0.559, -0.437, 0.372], [-0.306, 0.311, -1.848], [-0.872, -1.281, -2.202], [-2.450, 1.905, 0.797], [-0.638, -3.011, -0.318], [-0.493, -3.333, 2.100], [0.610, 3.026, 0.714], [0.053, 2.257, 1.012], [1.456, 2.880, 1.157], [1.361, 2.069, -1.643], [1.094, 2.119, -0.689], [1.648, 2.955, -1.918], [-0.883, 1.360, 2.032], [-0.868, 0.390, 2.055], [-1.208, 1.594, 2.918]], "forces_ev_per_angstrom": [[1.2493, -0.2767, 0.7104], [-0.7565, -0.7315, 0.5557], [1.0786, -0.0797, 0.0243], [0.0614, -0.7981, 0.4700], [-0.6661, 1.7598, -0.6498], [0.3642, 0.7466, -0.9927], [0.0121, -0.2352, 1.3155], [0.0374, 0.3647, -0.3683], [-0.9010, 0.2567, 0.0302], [0.0026, 0.0604, 0.0465], [-0.0973, 0.3383, -0.1325], [-0.0088, -0.0263, -0.7041], [-0.6830, 0.3466, 0.0658], [-0.1367, -0.2679, -0.2808], [0.1983, -0.7186, -0.0687], [0.1653, -0.4664, 0.3256], [-0.2926, -0.0178, -0.8033], [0.0690, -0.7110, 0.2123], [0.3270, 0.9696, 0.2203], [-0.1830, 0.1745, 0.0946], [0.1893, -0.3605, -0.0152], [0.2394, 0.8124, -1.1282], [-0.3326, -0.4951, 0.4841], [-0.5501, -0.3791, 1.1017], [0.3049, -0.3855, -0.0598], [0.3087, 0.1198, -0.4535]], "charge": 0, "gap_ev": 9.61, "energy_ev": -35742.2953, "e_homo_ev": -9.061, "relative_energy_kj_mol": 0.0, "smiles": "C[C@@H](CSS)NC=O.O.O.O"}